Computed, not measured: C25H37ClCrN2O2Si as an isolated structure, with ωB97M-V/def2-TZVPD.

The total charge is -1. As for the expectation value of S²: 4.0712. The spin multiplicity is 4. As for the calculated total energy: -82420.169 eV.

CARTESIAN COORDINATES (ANGSTROEM)
1 Cr 0.573 0.401 0.289
2 Cl 3.107 1.396 0.567
3 N 0.858 0.200 -1.837
4 N -0.361 -0.095 2.061
5 C 1.015 1.305 -2.540
6 C -1.065 0.782 2.731
7 C 0.815 -0.920 -2.798
8 C 1.528 -0.302 -3.990
9 C -0.624 -1.241 -3.126
10 C 1.533 -2.149 -2.290
11 H -1.146 -0.349 -3.474
12 H -1.143 -1.645 -2.256
13 H -0.618 -1.984 -3.919
14 H 2.555 -1.905 -1.970
15 H 1.580 -2.863 -3.122
16 H 1.021 -2.619 -1.441
17 C -0.458 -1.388 2.758
18 C -1.571 -1.131 3.749
19 C 0.839 -1.705 3.470
20 C -0.773 -2.490 1.768
21 H -1.668 -2.233 1.184
22 H -0.967 -3.396 2.349
23 H 0.081 -2.666 1.094
24 H 1.106 -0.887 4.145
25 H 1.643 -1.871 2.750
26 H 0.670 -2.616 4.046
27 O -1.796 0.298 3.719
28 H -1.303 -1.397 4.768
29 H -2.501 -1.624 3.464
30 O 1.352 1.138 -3.807
31 H 1.096 -0.579 -4.948
32 H 2.605 -0.511 -3.979
33 C 0.700 2.665 -2.022
34 C -1.167 2.225 2.366
35 C -1.525 2.210 0.918
36 H -0.165 2.678 2.542
37 H -1.920 2.720 2.987
38 C -0.620 1.820 -0.060
39 C -0.579 2.463 -1.282
40 H 1.727 1.299 1.048
41 C -1.840 2.695 -1.815
42 C -2.972 2.612 -0.965
43 C -1.996 2.980 -3.271
44 C -2.805 2.431 0.431
45 H -3.952 2.784 -1.360
46 C -3.954 2.465 1.370
47 H -4.874 2.559 0.788
48 H -3.874 3.322 2.061
49 H -3.996 1.544 1.980
50 H -1.406 3.868 -3.571
51 H -3.060 3.164 -3.479
52 H -1.651 2.124 -3.890
53 H 0.612 3.388 -2.838
54 H 1.523 2.959 -1.339
55 C 5.453 -1.868 0.309
56 Si 4.085 -3.097 0.730
57 C 4.223 -4.539 -0.484
58 C 4.410 -3.789 2.451
59 C 2.579 -2.120 0.628
60 C 1.699 -1.247 0.490
61 H 6.454 -2.272 0.511
62 H 5.311 -0.958 0.909
63 H 5.401 -1.581 -0.751
64 H 5.182 -5.064 -0.334
65 H 3.418 -5.277 -0.353
66 H 4.197 -4.195 -1.529
67 H 4.368 -2.990 3.206
68 H 3.682 -4.563 2.738
69 H 5.414 -4.241 2.498

Computed, not measured: an isolated ion of composition C4H8NO and charge +1, with ωB97M-V/def2-TZVPD.

The total charge is +1. As for the calculated total energy: -7805.586 eV. Its SMILES is C[NH+]1CC(=O)C1.

CARTESIAN COORDINATES (ANGSTROEM)
1 C -1.493 -0.155 0.394
2 N -0.341 -0.026 -0.477
3 C 0.757 -1.060 -0.224
4 C 1.812 -0.016 -0.109
5 O 2.929 -0.003 0.205
6 C 0.456 1.209 -0.082
7 H -1.333 -0.167 1.508
8 H -2.312 0.637 0.257
9 H -1.857 -1.082 0.311
10 H -0.711 0.136 -1.446
11 H 0.953 -1.702 -1.112
12 H 0.511 -1.491 0.661
13 H 0.186 1.580 0.883
14 H 0.442 2.139 -0.770

Computed, not measured: one molecule with the formula C6H11BO3, with ωB97M-V/def2-TZVPD.

The total charge is 0. As for the calculated total energy: -13220.166 eV. Its SMILES is CCB(O)[C@@H]1COC(=O)C1.

CARTESIAN COORDINATES (ANGSTROEM)
1 C -1.680 1.059 1.769
2 C -1.886 -0.247 0.940
3 B -0.479 -0.845 0.567
4 O -0.057 -2.033 1.132
5 C 0.426 -0.057 -0.454
6 C 0.163 -0.206 -1.956
7 O 1.362 0.316 -2.586
8 C 2.288 0.617 -1.625
9 O 3.151 1.454 -1.771
10 C 1.939 -0.260 -0.436
11 H -1.942 1.921 1.174
12 H -2.247 1.046 2.686
13 H -0.636 1.186 2.043
14 H -2.466 -0.963 1.507
15 H -2.423 0.012 0.033
16 H 0.150 -1.969 2.059
17 H 0.282 1.004 -0.242
18 H -0.647 0.450 -2.241
19 H 0.060 -1.221 -2.309
20 H 2.205 -1.257 -0.771
21 H 2.438 -0.008 0.484

Computed, not measured: C3H3ClN2OS as an isolated structure, with ωB97M-V/def2-TZVPD.

The total charge is 0. As for the calculated total energy: -31539.835 eV.

CARTESIAN COORDINATES (ANGSTROEM)
1 C -1.067 0.297 0.120
2 C 0.726 1.538 0.190
3 C 1.134 0.314 0.050
4 H -3.488 1.142 -1.024
5 H 1.241 2.397 0.129
6 H 0.689 -2.072 1.070
7 N -0.714 1.551 0.237
8 N 0.015 -0.518 0.213
9 O -0.075 -1.849 0.143
10 S -2.750 -0.236 -0.165
11 Cl 2.722 -0.177 -0.235

Computed, not measured: C35H31BrN2O7PTi as an isolated structure, with ωB97M-V/def2-TZVPD.

The total charge is 0. As for the expectation value of S²: 0.7519. The spin multiplicity is 2. As for the calculated total energy: -156563.317 eV.

CARTESIAN COORDINATES (ANGSTROEM)
1 Ti -1.324 -1.018 1.239
2 O 1.199 -2.899 3.063
3 C 1.286 -1.757 2.651
4 O 0.285 -0.992 2.345
5 C 2.656 -1.179 2.351
6 C 3.704 -1.502 3.209
7 C 4.996 -1.104 2.921
8 C 5.265 -0.421 1.739
9 C 4.233 -0.112 0.871
10 C 2.912 -0.453 1.172
11 P 1.529 -0.030 0.033
12 C 2.148 -0.773 -1.539
13 C 2.803 -2.007 -1.477
14 C 3.115 -2.711 -2.633
15 C 2.765 -2.205 -3.876
16 C 2.100 -0.989 -3.952
17 C 1.789 -0.284 -2.797
18 C 1.706 1.783 -0.192
19 C 2.521 2.593 0.601
20 C 2.482 3.977 0.474
21 C 1.624 4.578 -0.436
22 C 0.776 3.787 -1.200
23 C 0.805 2.407 -1.065
24 H 3.485 -2.073 4.103
25 H 5.800 -1.339 3.607
26 H 6.280 -0.132 1.496
27 H 4.446 0.402 -0.060
28 H 3.084 -2.423 -0.515
29 H 3.634 -3.659 -2.558
30 H 3.004 -2.753 -4.778
31 H 1.811 -0.587 -4.916
32 H 1.266 0.657 -2.889
33 H 3.180 2.150 1.336
34 H 3.128 4.586 1.096
35 H 1.602 5.657 -0.535
36 H 0.075 4.241 -1.889
37 H 0.092 1.808 -1.618
38 O -2.433 -1.769 3.114
39 C -3.429 -0.733 3.210
40 C -2.672 0.566 3.270
41 C -2.954 1.562 4.185
42 C -2.166 2.699 4.208
43 C -1.104 2.788 3.328
44 C -0.891 1.750 2.441
45 N -1.668 0.669 2.394
46 H -2.866 -2.566 2.776
47 H -4.039 -0.865 4.101
48 H -4.060 -0.739 2.319
49 H -3.784 1.444 4.870
50 H -2.368 3.494 4.914
51 H -0.446 3.645 3.316
52 H -0.075 1.787 1.732
53 N -0.282 -2.962 0.482
54 C -1.064 -3.930 -0.318
55 C -1.931 -3.196 -1.328
56 C -2.997 -2.347 -0.654
57 O -3.966 -1.967 -1.264
58 O -2.772 -2.103 0.632
59 H 0.507 -2.640 -0.075
60 H 0.103 -3.407 1.312
61 H -1.697 -4.497 0.362
62 H -0.402 -4.633 -0.826
63 H -2.437 -3.875 -2.011
64 H -1.296 -2.529 -1.918
65 Br -1.938 0.033 -5.975
66 C -2.503 0.949 -4.413
67 C -3.187 2.148 -4.537
68 C -3.595 2.810 -3.385
69 C -3.332 2.270 -2.135
70 C -2.641 1.071 -2.033
71 C -2.216 0.405 -3.175
72 C -2.372 0.480 -0.686
73 O -3.136 0.659 0.260
74 O -1.288 -0.229 -0.567
75 H -3.396 2.556 -5.516
76 H -4.126 3.750 -3.471
77 H -3.661 2.763 -1.229
78 H -1.681 -0.532 -3.091

Computed, not measured: one molecule with the formula H2N4O2, with ωB97M-V/def2-TZVPD.

The total charge is 0. As for the calculated total energy: -10081.840 eV. Its SMILES is N/N=[N+](\[O-])N=O.

CARTESIAN COORDINATES (ANGSTROEM)
1 N 0.037 -0.125 -0.131
2 N 1.139 -0.822 0.060
3 N 2.143 -0.002 0.117
4 O 2.000 1.281 0.073
5 N 3.366 -0.684 -0.066
6 O 4.327 0.037 -0.055
7 H 0.318 0.881 -0.002
8 H -0.832 -0.711 -0.060

Computed, not measured: C5H8O as an isolated structure, with ωB97M-V/def2-TZVPD.

The total charge is 0. As for the calculated total energy: -7359.467 eV.

CARTESIAN COORDINATES (ANGSTROEM)
1 C -1.718 -0.064 0.477
2 C -0.296 0.251 0.098
3 C 0.263 1.003 -1.047
4 C 0.898 -0.342 -0.752
5 C 1.469 -0.555 0.646
6 O 0.529 0.324 1.255
7 H -1.785 -1.110 0.789
8 H -1.992 0.543 1.353
9 H -2.447 0.136 -0.312
10 H 0.755 1.971 -0.987
11 H -0.458 0.937 -1.873
12 H 1.110 -1.102 -1.507
13 H 2.502 -0.400 0.983
14 H 1.172 -1.592 0.878

Computed, not measured: an isolated ion of composition C5H10NS and charge +1, with ωB97M-V/def2-TZVPD.

The total charge is +1. As for the calculated total energy: -17662.740 eV. Its SMILES is [NH3+]C[C@@H]1C[C@]12CS2.

CARTESIAN COORDINATES (ANGSTROEM)
1 N -1.195 -1.260 0.440
2 C -1.117 0.196 0.179
3 C 0.249 0.709 0.747
4 C 1.000 1.813 0.047
5 C 1.562 0.431 0.056
6 C 2.086 -0.687 -0.969
7 S 2.975 -0.467 0.596
8 H -1.499 -1.836 -0.333
9 H -1.748 -1.430 1.283
10 H -0.088 -1.215 0.591
11 H -0.949 0.301 -0.838
12 H -1.994 0.825 0.568
13 H 0.456 0.631 1.889
14 H 0.515 2.074 -0.906
15 H 1.343 2.626 0.665
16 H 1.430 -1.449 -1.215
17 H 2.527 -0.286 -1.839

Computed, not measured: C24H20N7O3ReS as an isolated structure, with ωB97M-V/def2-TZVPD.

The total charge is +3. As for the expectation value of S²: 0.7586. The spin multiplicity is 2. As for the calculated total energy: -54723.570 eV.

CARTESIAN COORDINATES (ANGSTROEM)
1 Re -0.125 -0.897 0.062
2 C -0.062 -0.848 -4.427
3 C 1.291 -0.972 -4.701
4 C 2.183 -1.083 -3.642
5 C 1.707 -1.042 -2.335
6 N 0.386 -0.866 -2.086
7 C -0.469 -0.793 -3.100
8 C 2.576 -1.202 -1.159
9 C 3.947 -1.460 -1.191
10 C 4.632 -1.576 0.012
11 C 3.952 -1.462 1.217
12 C 2.580 -1.208 1.193
13 N 1.939 -1.074 0.019
14 C 1.720 -1.047 2.373
15 C 2.209 -1.116 3.673
16 C 1.336 -0.997 4.746
17 C -0.015 -0.818 4.487
18 C -0.433 -0.735 3.168
19 N 0.401 -0.833 2.138
20 H -0.798 -0.809 -5.216
21 H 1.647 -1.016 -5.720
22 H 3.236 -1.207 -3.836
23 H -1.518 -0.736 -2.848
24 H 4.477 -1.571 -2.123
25 H 5.698 -1.754 0.010
26 H 4.489 -1.573 2.145
27 H 3.260 -1.266 3.850
28 H 1.702 -1.073 5.759
29 H -0.738 -0.755 5.285
30 H -1.483 -0.608 2.936
31 C -5.449 0.115 0.063
32 N -4.429 1.125 0.070
33 C -4.632 2.464 0.001
34 C -3.422 3.073 -0.013
35 N -2.438 2.096 0.051
36 C -3.102 0.891 0.103
37 S -2.523 -0.705 0.148
38 C -1.054 2.382 0.041
39 C -0.697 3.739 0.058
40 C 0.623 4.144 0.051
41 C 1.600 3.162 0.018
42 C 1.186 1.849 -0.007
43 N -0.096 1.422 0.006
44 H -6.427 0.590 0.024
45 H -5.390 -0.502 0.961
46 H -5.334 -0.533 -0.809
47 H -5.604 2.913 -0.037
48 H -3.250 4.126 -0.077
49 H -1.444 4.512 0.082
50 H 0.872 5.193 0.064
51 H 2.649 3.410 0.016
52 H 1.942 1.084 -0.044
53 O -0.994 -4.756 -0.301
54 N -0.856 -3.594 -0.387
55 O -1.412 -2.843 -1.190
56 O -0.048 -2.964 0.418

Computed, not measured: a 6-piece molecular cluster, C32H64ClN7O9 overall, with ωB97M-V/def2-TZVPD.

The total charge is 0. As for the calculated total energy: -75601.910 eV. Its SMILES is CC(=O)N(C)CCCC[C@@H]1NC(=O)[C@H](CCOC=O)[C@@H]1C[C@H](C)Cl.CN(C)C=O.CN(C)C=O.CN(C)C=O.CN(C)C=O.CN(C)C=O.

CARTESIAN COORDINATES (ANGSTROEM)
1 C 1.112 -1.052 1.267
2 C 0.130 0.019 0.816
3 O 0.268 1.103 1.237
4 N -0.924 -0.246 -0.118
5 C -1.724 -1.396 0.363
6 C -0.374 -0.647 -1.434
7 C 0.298 0.490 -2.214
8 C 1.805 0.686 -1.991
9 C 2.703 -0.083 -2.988
10 C 2.928 -1.510 -2.520
11 N 3.482 -1.723 -1.181
12 C 3.619 -3.148 -1.089
13 O 3.766 -3.729 -0.087
14 C 3.538 -3.755 -2.523
15 C 4.315 -5.040 -2.817
16 C 3.344 -6.183 -3.119
17 O 3.910 -7.072 -4.126
18 C 3.053 -8.067 -4.391
19 O 3.374 -9.088 -4.828
20 C 3.743 -2.490 -3.388
21 C 5.145 -2.093 -3.869
22 C 6.314 -2.272 -2.876
23 C 7.277 -1.054 -3.034
24 Cl 7.313 -3.734 -3.241
25 H 2.141 -0.722 1.195
26 H 0.903 -1.278 2.313
27 H 1.005 -1.994 0.729
28 H -1.095 -2.224 0.721
29 H -2.388 -1.100 1.174
30 H -2.349 -1.798 -0.429
31 H 0.268 -1.526 -1.260
32 H -1.200 -0.997 -2.047
33 H -0.246 1.395 -1.939
34 H 0.102 0.320 -3.275
35 H 2.113 0.511 -0.964
36 H 2.013 1.743 -2.184
37 H 3.679 0.425 -2.964
38 H 2.325 -0.020 -4.005
39 H 1.929 -1.957 -2.568
40 H 4.376 -1.259 -1.059
41 H 2.466 -3.965 -2.623
42 H 4.812 -5.333 -1.894
43 H 4.999 -4.957 -3.653
44 H 3.128 -6.768 -2.223
45 H 2.388 -5.823 -3.504
46 H 1.982 -7.891 -4.182
47 H 3.124 -2.638 -4.287
48 H 5.370 -2.682 -4.758
49 H 5.114 -1.062 -4.219
50 H 6.017 -2.274 -1.834
51 H 6.975 -0.311 -2.295
52 H 8.288 -1.376 -2.804
53 H 7.214 -0.640 -4.036
54 C -0.650 3.068 3.425
55 N -1.437 3.381 4.607
56 C -1.382 2.485 5.748
57 C -2.215 4.470 4.684
58 O -2.897 4.784 5.648
59 H -0.954 2.102 3.029
60 H 0.407 3.029 3.694
61 H -0.792 3.826 2.658
62 H -2.382 2.107 5.962
63 H -1.024 3.032 6.623
64 H -0.716 1.651 5.541
65 H -2.191 5.084 3.766
66 C -4.559 8.490 3.981
67 N -3.396 8.817 3.179
68 C -3.486 9.883 2.198
69 C -2.228 8.159 3.316
70 O -1.218 8.384 2.675
71 H -5.382 8.188 3.329
72 H -4.864 9.364 4.560
73 H -4.332 7.673 4.665
74 H -3.267 9.489 1.204
75 H -2.752 10.657 2.427
76 H -4.485 10.313 2.207
77 H -2.267 7.371 4.087
78 C -2.586 -5.146 -5.033
79 N -1.506 -4.252 -4.658
80 C -0.234 -4.814 -4.251
81 C -1.645 -2.915 -4.673
82 O -0.777 -2.116 -4.369
83 H -2.832 -5.797 -4.192
84 H -2.276 -5.760 -5.882
85 H -3.470 -4.578 -5.311
86 H -0.001 -4.494 -3.233
87 H 0.557 -4.457 -4.915
88 H -0.280 -5.900 -4.291
89 H -2.649 -2.589 -4.993
90 C -3.405 2.261 -4.957
91 N -3.558 1.713 -3.625
92 C -3.395 2.588 -2.474
93 C -3.847 0.417 -3.409
94 O -3.983 -0.093 -2.314
95 H -2.401 2.674 -5.072
96 H -4.138 3.054 -5.116
97 H -3.556 1.486 -5.707
98 H -2.587 2.217 -1.841
99 H -4.314 2.595 -1.886
100 H -3.166 3.598 -2.805
101 H -3.950 -0.167 -4.341
102 C -1.502 0.182 10.674
103 N -2.051 0.146 9.334
104 C -3.150 1.038 8.996
105 C -1.578 -0.690 8.387
106 O -1.997 -0.765 7.248
107 H -2.283 -0.061 11.399
108 H -1.116 1.181 10.887
109 H -0.692 -0.538 10.773
110 H -4.014 0.452 8.680
111 H -2.856 1.688 8.173
112 H -3.415 1.643 9.860
113 H -0.748 -1.323 8.747

Computed, not measured: one molecule with the formula C4H7IOS, with ωB97M-V/def2-TZVPD.

The total charge is 0. As for the calculated total energy: -25243.338 eV. Its SMILES is C[C@]1(I)OCCS1.

CARTESIAN COORDINATES (ANGSTROEM)
1 C -0.551 2.019 -0.353
2 C -0.409 0.581 -0.157
3 I -2.966 -0.153 0.133
4 O 0.092 0.130 0.926
5 C 0.482 -1.259 0.956
6 C 1.058 -1.548 -0.445
7 S 0.101 -0.518 -1.618
8 H -1.045 2.207 -1.335
9 H 0.437 2.660 -0.334
10 H -1.109 2.328 0.562
11 H -0.427 -1.786 1.192
12 H 1.115 -1.166 1.764
13 H 2.035 -0.914 -0.560
14 H 1.188 -2.581 -0.732

Computed, not measured: a 2-piece molecular cluster, C9H14 overall, with ωB97M-V/def2-TZVPD.

The total charge is 0. As for the calculated total energy: -9559.852 eV. Its SMILES is Cc1ccccc1.CC.

CARTESIAN COORDINATES (ANGSTROEM)
1 C 2.380 1.531 -2.271
2 C 1.229 1.476 -1.294
3 C 1.429 0.846 -0.066
4 C 0.418 0.657 0.855
5 C -0.846 1.162 0.541
6 C -1.035 1.805 -0.670
7 C -0.021 1.963 -1.605
8 H 3.332 1.720 -1.757
9 H 2.366 2.392 -2.950
10 H 2.420 0.602 -2.839
11 H 2.426 0.495 0.185
12 H 0.583 0.241 1.835
13 H -1.703 0.922 1.154
14 H -2.022 2.220 -0.848
15 H -0.307 2.517 -2.491
16 C -0.714 -2.965 1.673
17 C -1.994 -2.181 1.386
18 H -0.554 -3.087 2.748
19 H -0.756 -3.991 1.300
20 H 0.174 -2.497 1.245
21 H -2.149 -2.069 0.308
22 H -1.791 -1.157 1.685
23 H -2.866 -2.602 1.874

Respective max |F| values: 3.7 4.9 1.6 6.7 1.7 2.5 0.8 4.3 3.6 3.8 3.8 1.2 eV/Å.